Entry 1:
This record from the Open Molecules 2025 dataset describes C4H3BrF2 in the gas phase in a non-equilibrium geometry. The level of theory is ωB97M-V/def2-TZVPD.

Positions of all 10 atoms, in Å:
C: 0.7511 -2.1215 0.2623
C: -0.7800 1.9900 -0.3612
Br: -0.1324 3.5223 0.8608
F: -0.6476 2.2738 -1.6482
C: 0.0716 0.4264 -0.0438
C: 0.4143 -0.6853 0.1543
H: 0.3655 -2.3126 1.2800
H: 0.1901 -2.6015 -0.5323
F: -2.0630 1.8375 -0.0540
H: 1.8303 -2.3291 0.0821

Forces on the atoms, in the same order (eV/Å):
0.033 1.372 0.318
2.255 -2.887 1.750
-0.279 -1.461 -1.303
0.008 0.110 0.704
-3.082 6.488 -0.989
1.096 -2.187 -0.408
0.559 -1.015 -0.540
-0.200 -0.460 0.239
0.398 -0.156 -0.350
-0.788 0.195 0.579

The calculation puts the HOMO energy at -10.43 eV. For the gap between HOMO and LUMO, the calculation gives 10.55 eV. Its spin multiplicity is 1. The value obtained for the energy above the lowest of the compared OMol25 structures with the same formula, charge and spin is 23.71 kcal per mole.



Entry 2:
This record from the Open Molecules 2025 dataset describes 2 unconnected molecules or ions with the total composition C4H3BrF3I in a non-equilibrium geometry. The level of theory is ωB97M-V/def2-TZVPD.

Positions of all 12 atoms, in Å:
C: -0.4292 -0.6706 -0.5554
H: -2.4310 -1.1677 0.0002
C: 0.7616 1.5402 -0.4237
H: -0.2094 -1.6610 -1.0387
F: 0.9005 -0.2240 2.0052
H: -2.2456 0.5620 0.0239
F: 1.8934 2.2468 -0.4873
I: 0.7488 -2.1033 2.3845
F: -0.3302 2.2561 -0.2899
C: -1.7146 -0.3721 -0.2701
C: 0.7379 0.2155 -0.5783
Br: 2.3178 -0.6218 -0.7705

Forces on the atoms, in the same order (eV/Å):
-1.198 0.042 -1.128
0.543 -0.136 -1.133
0.418 -0.855 -0.620
-0.252 0.756 1.228
-0.022 -0.421 0.495
1.481 -0.231 -0.259
-1.167 0.052 0.295
0.042 0.277 0.078
0.358 0.445 0.120
-0.756 -0.253 1.392
-1.653 1.432 -0.075
2.206 -1.108 -0.392

The calculation puts the HOMO energy at -8.68 eV. For the gap between HOMO and LUMO, the calculation gives 7.20 eV. Its spin multiplicity is 1. The value obtained for the energy above the lowest of the compared OMol25 structures with the same formula, charge and spin is 36.89 kcal per mole.



Entry 3:
This record from the Open Molecules 2025 dataset describes a molecular structure, C4H3CdF3NO6S2 in a non-equilibrium geometry. The level of theory is ωB97M-V/def2-TZVPD.

Positions of all 20 atoms, in Å:
O: 0.7201 3.0659 -0.2995
H: -0.6120 1.2865 2.3914
O: -0.0504 1.0126 -1.7050
O: 2.9485 -0.8884 1.1934
N: 1.7105 0.7947 0.2535
H: -2.3152 0.9965 2.1717
F: 2.5840 -1.5711 -2.3330
O: -1.1955 1.0183 0.4195
H: -1.7092 2.5828 1.6214
C: -2.9238 -0.4938 -0.3474
O: 0.6467 -1.3201 -0.3851
Cd: -1.0893 -0.6410 -1.1022
C: 2.9206 -1.8582 -1.0891
C: -4.1818 -0.6656 -0.2148
F: 2.6529 -3.1288 -0.8382
O: -5.3754 -0.8712 -0.1042
S: 1.9462 -0.7777 0.1283
S: 0.5533 1.6399 -0.4965
F: 4.2286 -1.7025 -1.0003
C: -1.4587 1.5212 1.7360

Forces on the atoms, in the same order (eV/Å):
0.356 -1.629 -0.975
0.046 0.523 0.010
3.501 3.352 -0.762
-2.083 -1.638 0.003
0.202 1.105 -1.755
-0.019 -0.049 -0.524
-0.493 0.022 -0.779
3.168 2.305 0.432
0.289 -0.100 0.540
-2.511 -0.760 0.115
3.651 -1.732 2.723
-4.421 -2.007 -0.524
0.371 0.965 -0.291
0.548 -0.690 -0.775
-0.357 -0.193 0.200
0.475 0.449 0.281
0.842 1.166 -0.314
-4.214 -1.122 2.610
0.502 0.261 0.329
0.145 -0.229 -0.547

The calculation puts the HOMO energy (alpha / beta) at -2.85 / -2.86 eV. For the gap between HOMO and LUMO (alpha / beta), the calculation gives 5.01 / 5.02 eV. Its spin multiplicity is 1. The charge is -1.



Entry 4:
This record from the Open Molecules 2025 dataset describes a molecular structure, C4H3Cl2CoN5O3Sc in a non-equilibrium geometry. The level of theory is ωB97M-V/def2-TZVPD.

Positions of all 19 atoms, in Å:
H: -0.8835 -2.0805 -2.8483
C: 5.2633 2.5800 0.9059
N: -1.8178 -1.7508 0.2100
H: -4.2156 -3.8047 -0.3550
O: -3.1268 0.5188 0.8814
H: -4.1032 -2.7873 1.0433
Sc: 0.2782 0.3707 0.3848
N: -0.9349 -1.3431 -0.7451
N: -2.3728 -2.8424 -1.6554
C: -1.9681 0.4868 0.8637
N: -3.6183 -3.3464 0.3344
N: -2.7565 -2.4774 -0.4019
Cl: 0.2204 2.4821 -0.3468
O: 4.8198 5.4161 0.4995
Cl: 2.5064 0.6493 0.9015
C: 4.1289 4.4725 0.5278
C: -1.3197 -2.0694 -1.8558
Co: 3.4954 2.7795 0.6296
O: 6.4050 2.7461 1.0264

Forces on the atoms, in the same order (eV/Å):
0.438 0.254 0.113
10.715 -0.468 1.405
1.507 1.501 -0.816
-0.348 -1.132 -0.211
5.336 0.233 0.038
-0.069 -0.482 1.062
-0.185 0.632 -0.833
-3.103 -2.425 2.204
-0.129 1.289 0.294
-6.519 1.206 0.900
1.547 4.075 -2.538
1.062 -3.685 0.438
-0.319 -0.364 -0.078
-4.206 -5.371 0.149
1.487 -0.062 0.540
4.744 10.201 -0.656
-0.929 -1.037 -1.178
-5.281 -3.268 -0.288
-5.746 -1.096 -0.546

The calculation puts the HOMO energy (alpha / beta) at -25.00 / -25.07 eV. For the gap between HOMO and LUMO (alpha / beta), the calculation gives 9.47 / 6.19 eV. Its spin multiplicity is 5. The value obtained for the energy above the lowest of the compared OMol25 structures with the same formula, charge and spin is 0.00 kcal per mole. The charge is +4.



Entry 5:
This record from the Open Molecules 2025 dataset describes C4H3Cl3O2S in the gas phase in a non-equilibrium geometry. The level of theory is ωB97M-V/def2-TZVPD.

Positions of all 13 atoms, in Å:
Cl: 0.8851 1.6809 -1.5954
H: -0.9383 -1.4007 -1.7405
O: -0.8639 0.1515 2.4975
C: 1.2111 -0.0483 0.8000
H: 1.0662 -1.0558 0.9632
O: -0.4144 2.1221 1.0452
H: 2.0875 0.4892 0.8274
C: -0.7133 -0.5450 -1.0988
Cl: 1.6770 -1.1176 -2.1683
S: -0.3859 0.7080 1.2937
Cl: -2.8886 -0.6629 0.5596
C: -1.3695 -0.2627 -0.0139
C: 0.6471 -0.0585 -1.3696

Forces on the atoms, in the same order (eV/Å):
-0.055 -0.740 -1.028
-0.784 0.488 -0.133
-0.242 -0.421 1.771
-4.142 1.337 -3.146
0.478 -2.117 0.534
-0.033 -0.306 0.319
1.796 1.015 0.431
0.682 -1.790 -2.000
0.531 -0.347 -0.662
1.149 -0.381 -2.940
-0.629 -0.430 -0.364
0.616 1.880 2.271
0.631 1.813 4.949

The calculation puts the HOMO energy (alpha / beta) at -9.28 / -9.27 eV. For the gap between HOMO and LUMO (alpha / beta), the calculation gives 8.19 / 8.18 eV. Its spin multiplicity is 1. The value obtained for the energy above the lowest of the compared OMol25 structures with the same formula, charge and spin is 68.27 kcal per mole.



Entry 6:
This record from the Open Molecules 2025 dataset describes C4H3ClF2 in the gas phase in a non-equilibrium geometry. The level of theory is ωB97M-V/def2-TZVPD.

Positions of all 10 atoms, in Å:
C: 0.3893 0.5609 -0.4122
C: -0.4056 -0.3669 0.4522
C: -0.4849 -1.6615 0.1942
F: 0.8374 -0.0003 -1.5576
F: 0.0364 -2.2056 -0.8999
Cl: -1.3875 -2.7861 1.1316
C: 0.5876 1.8425 -0.1710
H: -0.9197 -0.0144 1.3016
H: 1.2277 2.4302 -0.7624
H: 0.1192 2.2012 0.7235

Forces on the atoms, in the same order (eV/Å):
-0.938 -0.672 0.040
1.153 0.058 -1.467
-0.385 -0.134 -0.454
0.231 0.304 0.368
-0.068 -0.422 0.453
0.185 0.082 -0.094
-0.441 -0.974 0.797
-0.267 0.555 0.782
0.419 0.737 -0.679
0.111 0.466 0.253

The calculation puts the HOMO energy at -9.20 eV. For the gap between HOMO and LUMO, the calculation gives 9.97 eV. Its spin multiplicity is 1. The value obtained for the energy above the lowest of the compared OMol25 structures with the same formula, charge and spin is 0.00 kcal per mole.



Entry 7:
This record from the Open Molecules 2025 dataset describes C4H3ClFNO in the gas phase. The level of theory is ωB97M-V/def2-TZVPD.

Positions of all 11 atoms, in Å:
N: 2.4935 -1.1661 -0.3650
C: 0.3210 0.1836 -0.8041
C: 1.5361 -0.5590 -0.5721
H: 0.1791 0.5842 -1.7841
Cl: 0.5418 1.1300 1.8512
H: -0.1424 -1.4211 1.2967
O: -0.9412 -1.4029 0.7472
F: -0.8795 2.1415 -0.0502
C: -0.2881 0.9894 0.3206
H: -1.8756 -0.1950 -0.5980
C: -0.9445 -0.2848 -0.0423

Forces on the atoms, in the same order (eV/Å):
-0.485 0.248 -0.072
0.177 -0.376 0.557
0.297 -0.002 0.000
-0.033 0.143 -0.473
-0.100 -0.041 -0.208
-0.132 -0.022 -0.050
0.201 0.007 0.180
-0.089 0.077 -0.032
0.310 -0.082 0.321
0.202 0.023 0.080
-0.349 0.026 -0.305

The calculation puts the HOMO energy at -10.80 eV. For the gap between HOMO and LUMO, the calculation gives 11.37 eV. Its spin multiplicity is 1. The value obtained for the energy above the lowest of the compared OMol25 structures with the same formula, charge and spin is 23.76 kcal per mole.



Entry 8:
This record from the Open Molecules 2025 dataset describes C4H3ClIN in the gas phase in a non-equilibrium geometry. The level of theory is ωB97M-V/def2-TZVPD.

Positions of all 10 atoms, in Å:
C: -0.9376 0.8956 0.0031
N: -1.0731 -0.4831 0.0548
H: -0.0807 -2.3208 0.0410
C: 1.2336 -0.6201 0.0079
C: 0.0775 -1.2509 0.0260
Cl: 1.1045 2.8338 -0.0083
I: 3.2342 -1.0020 -0.0137
H: -1.9738 -0.9070 -0.0798
C: 0.2792 1.4027 -0.0261
H: -1.8638 1.4518 -0.0049

Forces on the atoms, in the same order (eV/Å):
-0.197 0.167 -0.017
-0.237 -0.016 -0.041
0.105 -0.058 -0.014
-1.060 3.993 -0.104
-0.169 -0.201 0.039
-0.008 0.426 -0.015
-0.442 -0.014 0.018
0.071 0.034 0.022
1.953 -4.467 0.096
-0.018 0.137 0.017

The calculation puts the HOMO energy at -8.02 eV. For the gap between HOMO and LUMO, the calculation gives 8.35 eV. Its spin multiplicity is 1. The value obtained for the energy above the lowest of the compared OMol25 structures with the same formula, charge and spin is 71.24 kcal per mole.



Entry 9:
This record from the Open Molecules 2025 dataset describes C4H3ClN2O in the gas phase in a non-equilibrium geometry. The level of theory is ωB97M-V/def2-TZVPD.

Positions of all 11 atoms, in Å:
O: -1.2338 1.2205 -0.0082
N: 1.0993 0.8399 0.0100
C: 0.8992 -0.5345 -0.0267
C: -1.4474 -0.1162 -0.0085
H: 2.7914 -0.8521 0.0472
C: -0.4580 -1.0206 -0.0125
H: 0.1903 2.7337 0.0153
C: 0.0840 1.6480 -0.0196
H: -0.7321 -2.0714 0.0119
N: 1.9202 -1.3876 -0.0066
Cl: -3.1131 -0.4596 -0.0025

Forces on the atoms, in the same order (eV/Å):
0.697 1.056 -0.181
-1.497 2.576 -0.307
3.036 -2.754 0.396
0.667 -0.258 -0.014
-0.230 0.017 -0.113
-1.330 0.165 -0.080
-0.217 -0.404 -0.093
1.069 -2.507 0.449
0.404 0.204 -0.058
-2.461 2.032 -0.030
-0.137 -0.127 0.030

The calculation puts the HOMO energy at -9.10 eV. For the gap between HOMO and LUMO, the calculation gives 9.43 eV. Its spin multiplicity is 1. The value obtained for the energy above the lowest of the compared OMol25 structures with the same formula, charge and spin is 27.36 kcal per mole.



Entry 10:
This record from the Open Molecules 2025 dataset describes a gas-phase ion, C4H3ClNS (charge -1) in a non-equilibrium geometry. The level of theory is ωB97M-V/def2-TZVPD.

Positions of all 10 atoms, in Å:
H: -0.8905 -0.5900 -1.9295
Cl: 1.7361 1.2988 0.4720
N: -0.6183 0.7262 1.0500
C: -1.2133 0.6013 -0.0908
H: -2.2053 1.1526 -0.1709
C: 0.6337 0.1609 0.9228
S: 1.6776 -1.9549 -0.6971
C: -0.5795 -0.2049 -1.0620
H: 0.9605 -0.4125 1.8881
C: 0.4990 -0.7775 -0.3827

Forces on the atoms, in the same order (eV/Å):
-1.476 -0.961 -3.207
3.286 3.009 -0.546
-1.997 1.942 0.763
-2.041 1.180 0.491
1.126 -0.909 -0.270
-1.098 -5.694 0.974
-0.627 0.259 -0.155
2.214 -0.396 3.403
-0.395 0.963 -1.860
1.008 0.606 0.407

The calculation puts the HOMO energy at -3.11 eV. For the gap between HOMO and LUMO, the calculation gives 6.93 eV. Its spin multiplicity is 1. The value obtained for the energy above the lowest of the compared OMol25 structures with the same formula, charge and spin is 13.97 kcal per mole. The charge is -1.



no.,energy (Ha)
1,-2927.8411
2,-3325.4107
3,-1923.9153
4,-3715.7218
5,-2083.3064
6,-814.0908
7,-844.2217
8,-966.7278
9,-799.1335
10,-1067.3600